--- 1 ---
Below is one molecule with the formula C3H3NS3, with properties calculated with ωB97M-V/def2-TZVPD.

Positions of all 10 atoms, in Å:
S 0.9023 1.5194 2.0983
S 1.9844 -0.9820 -0.1216
S -1.9703 -0.7847 -1.9914
N -0.4061 0.1442 0.0109
C -1.5362 0.1746 -0.7600
C 0.4304 -0.9770 -0.1408
C -0.2601 1.1179 0.9860
H -2.3005 1.1004 -0.7908
H -1.1237 1.9211 0.6902
H -0.1999 -1.9677 -0.2517

Calculated values
HOMO-LUMO gap ... 7.861 eV
HOMO energy ... -8.919 eV

---

--- 2 ---
Below is one molecule with the formula C3H3NS3, with properties calculated with ωB97M-V/def2-TZVPD.

Positions of all 10 atoms, in Å:
S -1.2749 -2.0129 -1.2610
S 0.8858 2.0858 1.5528
S 2.6381 0.2694 -0.6113
N 0.0010 0.0196 -0.0010
C 1.2596 -0.5096 -0.3872
C -0.1858 1.1818 0.7722
C -1.1548 -0.6682 -0.3592
H 1.1548 -1.5781 -0.5674
H -1.2657 1.4013 0.8201
H -2.0582 -0.1893 0.0420

Calculated values
HOMO-LUMO gap ... 7.580 eV
HOMO energy ... -8.653 eV

---

Which structure loses on stability? 1 does.

---

--- 1 ---
Below is a 2-piece molecular cluster, C2H7FN3O2 overall, with properties calculated with ωB97M-V/def2-TZVPD.

Positions of all 15 atoms, in Å:
F -2.6811 0.6914 -0.5258
O -1.1494 2.4529 1.2374
O -0.5033 0.6565 2.2550
N 1.4065 -1.0382 0.3421
N -0.0336 -0.9100 -1.6104
N -0.5287 1.3872 1.2661
C -0.0231 0.8912 -0.0179
C 0.0999 -0.6202 -0.2122
H -0.1376 -1.8971 -1.8106
H 0.9868 1.3721 0.2446
H 0.7257 -0.4562 -2.1543
H 1.5037 -2.0453 0.2656
H -0.7235 -1.1100 0.3432
H -0.4088 1.4159 -0.9513
H 1.4666 -0.7900 1.3285

Calculated values
HOMO-LUMO gap ... 7.321 eV
HOMO energy ... -3.540 eV
Net charge ... -1

---

--- 2 ---
Below is a 2-piece molecular cluster, C2H7FN3O2 overall, with properties calculated with ωB97M-V/def2-TZVPD.

Positions of all 15 atoms, in Å:
F -1.8823 2.0668 -0.5763
O 1.3057 0.4061 -3.2125
O -0.0791 2.0292 -2.9959
N 0.8653 1.3651 -2.5965
N 1.3021 1.4055 1.0099
N 0.6029 -0.3924 -0.4174
C 1.4714 1.7742 -1.3142
C 1.5540 0.6941 -0.2311
H 0.6069 -0.6913 -1.3891
H 0.9416 2.6484 -0.8649
H -0.3172 0.0249 -0.2089
H 0.2732 1.4977 1.0461
H 1.5520 0.7805 1.7718
H 2.4729 2.0848 -1.6818
H 2.5731 0.2704 -0.2106

Calculated values
HOMO-LUMO gap ... 7.515 eV
HOMO energy ... -3.921 eV
Net charge ... -1

---

Which structure loses on stability? 1 does.

---

--- 1 ---
Below is one molecule with the formula C4H5FN2, with properties calculated with ωB97M-V/def2-TZVPD.

Positions of all 12 atoms, in Å:
F -2.2949 1.3569 -0.4207
N 0.2105 -1.1974 0.4880
N -1.9895 -0.9511 -0.0252
C -1.0044 -1.8212 0.3879
C 1.0454 1.2112 0.1245
C 0.0862 0.0413 0.0354
C -1.5389 0.2654 -0.3101
H 0.9534 1.6884 -0.8216
H 2.0358 0.6233 0.1603
H -2.9898 -1.0840 -0.2074
H -1.1293 -2.8654 0.4493
H 0.7517 1.7671 1.0572

Calculated values
HOMO-LUMO gap ... 8.427 eV
HOMO energy ... -7.603 eV

---

--- 2 ---
Below is one molecule with the formula C4H5FN2, with properties calculated with ωB97M-V/def2-TZVPD.

Positions of all 12 atoms, in Å:
F -2.4622 -0.3672 0.2684
N 0.9263 -0.9540 -0.2835
N 1.8185 0.0753 -0.4442
C -0.3137 -0.9090 -0.0914
C 2.6484 0.3281 0.4660
C -1.2991 0.1841 0.0024
C -1.0741 1.4695 -0.1446
H -1.8952 2.1605 -0.1060
H 0.0070 1.6732 -0.4574
H 2.4754 -0.1495 1.5156
H -0.7975 -1.8574 0.0300
H 3.3882 1.1929 0.3025

Calculated values
HOMO-LUMO gap ... 9.821 eV
HOMO energy ... -9.373 eV

---

Which structure loses on stability? 2 does.